1.
This record from the Open Molecules 2025 dataset describes a structure of composition C37H47F6N4PSbZn. The level of theory is ωB97M-V/def2-TZVPD.

Last column: Mulliken spin population.
Element x y z (Å)
Zn1 -0.56 -0.72 -0.87  0.148
C1 6.48 -0.85 0.16  0.001
C2 5.80 -0.19 -1.05  -0.001
C3 6.22 1.27 -1.12  0.000
C4 6.22 -0.91 -2.34  0.000
C5 4.29 -0.34 -0.91  -0.008
C6 3.72 -1.59 -0.67  0.003
C7 2.35 -1.72 -0.58  0.004
N1 1.51 -0.68 -0.70  0.008
C8 2.04 0.53 -0.94  0.001
C9 3.41 0.73 -1.05  0.001
C10 1.07 1.65 -1.11  0.005
C11 1.46 2.98 -1.13  -0.001
C12 0.51 3.99 -1.34  -0.001
C13 -0.81 3.58 -1.51  0.001
C14 -1.13 2.24 -1.45  0.000
N2 -0.21 1.29 -1.24  0.020
C15 0.87 5.47 -1.36  0.000
C16 0.37 6.08 -2.67  0.000
C17 0.17 6.14 -0.17  0.000
C18 2.38 5.69 -1.26  0.000
H1 7.55 -0.65 0.12  0.000
H2 6.36 -1.94 0.16  0.000
H3 6.09 -0.46 1.10  0.000
H4 7.31 1.33 -1.16  0.000
H5 5.90 1.84 -0.24  0.000
H6 5.84 1.77 -2.01  0.000
H7 7.30 -0.83 -2.46  0.000
H8 5.75 -0.45 -3.21  0.000
H9 5.96 -1.96 -2.32  0.000
H10 4.33 -2.47 -0.56  0.002
H11 1.89 -2.68 -0.42  -0.005
H12 3.79 1.71 -1.28  0.000
H13 2.49 3.24 -0.98  0.000
H14 -1.60 4.29 -1.69  0.000
H15 -2.15 1.89 -1.58  -0.001
H16 -0.72 6.01 -2.78  0.000
H17 0.83 5.61 -3.54  0.000
H18 0.62 7.14 -2.69  0.000
H19 -0.91 6.09 -0.25  0.000
H20 0.45 7.19 -0.13  0.000
H21 0.47 5.68 0.78  0.000
H22 2.92 5.21 -2.07  0.000
H23 2.78 5.35 -0.30  0.000
H24 2.58 6.76 -1.32  0.000
N3 -2.57 -0.62 -0.80  -0.049
C19 -3.67 -0.98 -0.89  0.023
N4 -4.87 -1.43 -1.01  0.013
C20 -5.25 -2.32 -2.13  -0.001
C21 -5.74 -3.65 -1.57  0.001
C22 -6.86 -3.42 -0.54  0.000
C23 -6.40 -2.49 0.58  0.001
C24 -5.90 -1.17 0.02  -0.001
H25 -4.38 -2.45 -2.78  0.001
H26 -6.04 -1.81 -2.69  0.000
H27 -4.90 -4.17 -1.11  0.000
H28 -6.10 -4.26 -2.39  0.000
H29 -7.18 -4.37 -0.13  0.000
H30 -7.73 -2.98 -1.04  0.000
H31 -5.59 -2.96 1.15  0.000
H32 -7.21 -2.28 1.27  0.000
H33 -5.46 -0.53 0.78  0.001
H34 -6.71 -0.62 -0.47  0.000
F1 -0.72 -1.85 -2.59  0.002
Sb1 -1.03 -3.77 -2.22  -0.002
F2 -1.87 -3.87 -3.87  0.000
F3 0.71 -4.04 -2.83  0.000
F4 -1.13 -5.51 -1.56  0.000
F5 -0.35 -3.12 -0.49  0.024
F6 -2.71 -3.36 -1.43  -0.001
C25 -2.11 -2.93 1.91  0.068
P1 -1.01 -1.51 1.79  0.290
C26 -1.68 -0.12 2.70  0.040
C27 -2.09 1.05 2.07  -0.010
C28 -2.63 2.08 2.83  0.003
C29 -2.76 1.94 4.20  0.001
C30 -2.35 0.77 4.83  0.004
C31 -1.80 -0.26 4.09  0.030
C32 0.60 -1.88 2.39  0.167
C33 1.42 -0.83 2.85  0.061
C34 2.69 -1.10 3.31  -0.024
C35 3.16 -2.41 3.30  0.110
C36 2.37 -3.46 2.82  -0.016
C37 1.10 -3.20 2.35  0.051
H35 -1.72 -3.78 1.37  -0.004
H36 -3.08 -2.66 1.49  -0.026
H37 -2.23 -3.17 2.97  0.024
H38 -1.99 1.16 1.00  0.035
H39 -2.94 3.00 2.34  0.000
H40 -3.18 2.75 4.79  0.000
H41 -2.44 0.67 5.90  0.001
H42 -1.47 -1.16 4.59  0.003
H43 1.04 0.19 2.85  0.001
H44 3.31 -0.31 3.69  0.000
H45 4.16 -2.62 3.66  0.002
H46 2.75 -4.47 2.82  0.002
H47 0.50 -4.00 1.96  0.000

Summary:
Molar mass: 879.923 g mol⁻¹
LUMO (alpha / beta): -5.46 / -8.82 eV
⟨S²⟩: 0.76
Max |F|: 0.6 eV/Å
Multiplicity: 2
Charge: +2

2.
This record from the Open Molecules 2025 dataset describes a structure of composition C37H49BClIrN8S4. The level of theory is ωB97M-V/def2-TZVPD.

Last column: Mulliken spin population.
Element x y z (Å)
Ir1 0.72 -1.06 1.05  0.480
C1 -1.17 3.73 3.68  0.000
C2 -1.53 4.69 2.55  0.000
C3 -2.91 5.32 2.79  0.000
C4 -0.45 5.78 2.50  0.000
N1 -1.57 4.02 1.21  0.000
C5 -1.27 4.71 0.04  0.000
C6 -1.56 3.90 -0.98  0.000
N2 -2.06 2.72 -0.48  -0.001
B1 -2.55 1.64 -1.47  0.012
N3 -1.57 1.33 -2.65  0.003
C7 -2.19 0.95 -3.82  0.002
C8 -1.29 0.97 -4.82  -0.005
N4 -0.08 1.36 -4.27  -0.001
C9 -0.24 1.52 -2.91  0.001
S1 0.97 1.86 -1.76  0.004
C10 1.11 1.72 -5.09  0.001
C11 2.31 0.86 -4.73  0.000
C12 0.79 1.49 -6.57  0.000
C13 1.42 3.21 -4.89  0.000
N5 -3.05 0.29 -0.81  0.006
C14 -4.39 0.16 -0.59  0.009
C15 -4.64 -1.10 -0.17  0.028
N6 -3.43 -1.75 -0.11  0.010
C16 -2.46 -0.88 -0.50  -0.008
S2 -0.77 -1.21 -0.76  0.227
C17 -3.34 -3.25 0.05  -0.004
C18 -4.67 -3.76 0.62  -0.001
C19 -3.10 -3.85 -1.33  0.000
C20 -2.24 -3.64 1.03  0.007
C21 -2.11 2.82 0.88  0.004
S3 -2.90 1.72 1.92  0.000
H1 -0.87 4.33 4.55  0.000
H2 -0.34 3.09 3.40  0.001
H3 -2.01 3.10 3.96  0.000
H4 -2.91 5.86 3.74  0.000
H5 -3.67 4.54 2.83  0.000
H6 -3.16 6.02 2.00  0.000
H7 -0.29 6.15 3.50  0.000
H8 -0.75 6.63 1.88  0.000
H9 0.49 5.38 2.12  0.000
H10 -0.84 5.69 0.03  0.000
H11 -1.49 4.08 -2.04  0.000
H12 -3.53 2.09 -2.00  0.000
H13 -3.25 0.74 -3.86  0.000
H14 -1.42 0.76 -5.86  0.000
H15 2.04 -0.20 -4.80  0.000
H16 2.66 1.08 -3.72  0.000
H17 3.12 1.05 -5.43  0.000
H18 0.56 0.44 -6.77  0.000
H19 1.67 1.75 -7.15  0.000
H20 -0.04 2.11 -6.91  0.000
H21 1.68 3.41 -3.85  0.000
H22 0.56 3.81 -5.17  0.000
H23 2.26 3.49 -5.52  0.000
H24 -5.07 0.98 -0.75  0.000
H25 -5.57 -1.56 0.11  0.004
H26 -5.49 -3.65 -0.09  0.000
H27 -4.93 -3.25 1.55  0.000
H28 -4.55 -4.82 0.83  0.000
H29 -3.89 -3.55 -2.02  0.000
H30 -3.10 -4.94 -1.26  0.000
H31 -2.14 -3.53 -1.73  0.001
H32 -2.36 -3.12 1.98  -0.003
H33 -1.25 -3.42 0.63  0.002
H34 -2.30 -4.71 1.21  0.000
S4 2.17 -5.18 1.69  0.038
C22 1.10 -4.82 2.98  -0.029
C23 0.59 -3.56 2.92  0.070
C24 1.07 -2.85 1.77  -0.109
C25 1.94 -3.62 1.03  0.126
C26 2.52 -3.06 -0.18  0.027
C27 3.49 -3.67 -0.96  0.027
C28 4.00 -2.98 -2.04  -0.004
C29 3.53 -1.70 -2.32  0.017
C30 2.54 -1.16 -1.51  -0.001
N7 2.05 -1.82 -0.46  0.020
H35 0.91 -5.57 3.73  0.000
H36 -0.11 -3.18 3.64  0.001
H37 3.84 -4.66 -0.71  0.003
H38 4.76 -3.43 -2.67  0.000
H39 3.90 -1.13 -3.15  0.000
H40 2.10 -0.19 -1.72  -0.001
C31 -1.58 -0.25 6.96  0.000
C32 -1.07 -0.39 5.56  0.000
C33 -1.91 -0.64 4.50  -0.002
C34 -1.39 -0.76 3.22  0.010
N8 -0.09 -0.63 2.96  0.029
C35 0.75 -0.41 3.99  -0.019
C36 0.30 -0.28 5.28  -0.004
H41 -2.64 -0.51 7.03  0.000
H42 -1.46 0.78 7.30  0.000
H43 -1.02 -0.88 7.65  0.000
H44 -2.98 -0.74 4.64  0.000
H45 -2.03 -0.97 2.37  -0.006
H46 1.80 -0.34 3.77  -0.018
H47 1.01 -0.10 6.08  -0.001
Cl1 1.85 1.79 2.15  0.003
C37 2.25 0.32 1.26  0.036
H48 3.13 -0.15 1.71  0.020
H49 2.45 0.64 0.25  -0.012

Summary:
Molar mass: 972.605 g mol⁻¹
LUMO (alpha / beta): -3.45 / -4.69 eV
⟨S²⟩: 0.76
Max |F|: 0.6 eV/Å
Multiplicity: 2
Charge: +1